Entry 1:
The following is a DFT calculation (ωB97M-V/def2-TZVPD) of a cluster of 16 separate species, C43H126N8O19 in total in a non-equilibrium geometry.

Values from the calculation:
F_max ... 2.1 eV Å⁻¹
Highest occupied orbital energy ... -8.506 eV
Lowest unoccupied orbital energy ... 0.227 eV
Gap between HOMO and LUMO ... 0.321 hartree
ΔE to the lowest compared entry with this formula, charge and spin ... 0.000 eV

ORCA input file:
```
! RIJCOSX wB97M-V def2-TZVPD def2/J DEFGRID3
* xyz 0 1
C 11.3220 17.2828 13.0448
C 11.9189 15.9150 12.8702
O 12.8757 15.8607 11.8231
O 12.2252 18.0766 13.8293
H 10.3408 17.2274 13.5546
H 11.1451 17.8221 12.1142
H 11.0599 15.3011 12.6004
H 12.2742 15.6183 13.8894
H 13.7847 16.0343 12.1801
H 12.0310 17.7000 14.7145
C 17.4063 18.8460 17.4631
C 17.4263 17.3603 17.1216
O 18.0095 16.5658 18.0884
O 16.4734 19.2039 18.4723
H 17.1650 19.3714 16.5394
H 18.4552 19.1248 17.7500
H 17.9597 17.1954 16.1718
H 16.4317 16.9144 16.9599
H 18.7686 17.0534 18.4361
H 16.7237 18.8501 19.3286
C 16.5684 17.8500 21.9762
C 15.5337 17.1071 21.0832
O 16.1589 16.1880 20.2482
O 17.4364 18.6780 21.2495
H 17.1533 17.0738 22.5131
H 16.0610 18.4776 22.7185
H 14.8737 17.8633 20.6158
H 14.9014 16.5240 21.7611
H 16.6105 16.5961 19.5023
H 18.0339 19.1872 21.8067
C 15.8854 8.8185 11.5635
C 16.3839 10.2548 11.3006
C 17.1264 10.2477 9.9724
O 18.1971 9.3376 10.0607
C 18.8175 9.1024 8.8531
N 15.3082 11.2424 11.1431
H 15.3572 8.5051 10.6664
H 15.2396 8.8331 12.4305
H 16.7697 8.1973 11.6934
H 17.0337 10.5407 12.1283
H 17.4421 11.2621 9.7077
H 16.4223 9.9194 9.1690
H 19.7722 8.5993 9.0364
H 19.0176 10.0626 8.3349
H 18.2106 8.5143 8.1470
H 14.8437 11.0854 10.2767
H 14.6014 11.2454 11.8889
C 20.7202 11.6812 19.3951
C 21.5863 10.6413 18.6796
C 22.6482 10.0721 19.6904
O 23.4748 9.2123 18.9233
C 24.5161 8.6169 19.5981
N 20.8481 9.5281 18.0819
H 20.0333 12.1306 18.6723
H 21.3624 12.4407 19.8231
H 20.1079 11.2818 20.1926
H 22.1623 11.0582 17.8521
H 22.1276 9.5012 20.4879
H 23.2454 10.8822 20.1436
H 25.1126 8.0216 18.8898
H 24.1485 7.9592 20.3987
H 25.2074 9.3795 19.9989
H 20.3196 9.0991 18.8401
H 21.5718 8.8772 17.7707
C 16.7899 12.4781 23.7174
C 16.9688 13.4326 22.5696
C 17.9219 12.8989 21.5156
O 19.1434 12.5093 22.0390
C 19.9664 13.5814 22.5125
N 15.7005 13.7030 21.9297
H 15.9491 12.8561 24.3180
H 17.7210 12.4218 24.2961
H 16.5316 11.4708 23.3624
H 17.2975 14.4219 22.9676
H 18.0166 13.6517 20.7294
H 17.3957 12.0081 21.1321
H 20.9379 13.1007 22.7274
H 19.5768 13.9756 23.4608
H 19.9793 14.3742 21.7746
H 15.8834 14.3944 21.2047
H 15.3164 12.8982 21.4200
C 11.5806 10.2077 17.4214
C 10.3044 11.0329 17.4252
C 9.9166 11.3609 15.9905
O 10.9779 11.8530 15.2562
C 11.3612 13.1785 15.6422
N 9.3068 10.2801 18.1232
H 12.4297 10.7021 16.9305
H 11.4134 9.2395 16.9252
H 11.8872 10.0579 18.4600
H 10.5250 11.9579 17.9584
H 9.0358 12.0490 16.0101
H 9.5877 10.3997 15.5497
H 10.4701 13.8189 15.7105
H 12.0248 13.5296 14.8483
H 11.9031 13.1943 16.5749
H 9.0935 9.3790 17.6800
H 8.4524 10.8303 18.1543
C 19.0817 14.2696 12.5071
C 20.4611 13.8585 12.0206
C 20.3043 13.2357 10.6765
O 21.5094 12.7947 10.1285
C 21.8773 11.5202 10.6312
N 21.3366 14.9887 11.9736
H 18.5993 14.9885 11.8333
H 19.1906 14.7434 13.4858
H 18.4114 13.4023 12.5254
H 20.8956 13.1546 12.7342
H 19.9595 14.0325 10.0024
H 19.5059 12.4790 10.7323
H 22.6919 11.1760 9.9873
H 21.0358 10.8303 10.4873
H 22.1916 11.5267 11.6760
H 20.9572 15.8972 11.6940
H 22.2298 14.8458 11.4903
C 15.8050 13.9149 17.6726
C 16.2806 12.6625 17.0638
C 16.9665 12.9946 15.7350
O 16.0679 13.6545 14.8605
C 14.9814 12.8534 14.4160
N 17.1904 12.0642 18.0223
H 14.9224 14.3543 17.2129
H 16.6179 14.6367 17.7350
H 15.4936 13.7849 18.7048
H 15.5108 11.8878 16.9477
H 17.3974 12.0967 15.2588
H 17.7935 13.6991 15.9719
H 15.2343 11.7905 14.2915
H 14.6879 13.1676 13.4104
H 14.1399 13.0275 15.0954
H 17.8615 11.4614 17.5721
H 17.6978 12.8157 18.4738
C 16.4401 18.0460 11.7636
C 16.3251 17.5327 13.1961
C 15.6452 18.5635 14.0431
O 16.4802 19.6773 14.1753
C 15.7324 20.7854 14.6951
N 15.6087 16.3175 13.3008
H 15.4670 17.9870 11.2579
H 17.1377 17.4323 11.1924
H 16.7525 19.0914 11.7452
H 17.3661 17.4538 13.5752
H 15.4053 18.2457 15.0622
H 14.6970 18.9307 13.6154
H 14.8262 20.9964 14.0986
H 16.4442 21.6007 14.6846
H 15.4062 20.5474 15.7154
H 15.6335 15.9355 14.2509
H 16.0641 15.5757 12.7694
C 13.1969 18.2913 17.4659
C 12.9486 16.7827 17.1200
C 12.9654 16.0102 18.4511
O 12.5977 14.6687 18.2921
C 12.5224 13.9509 19.5358
N 11.7076 16.6782 16.3843
H 14.0333 18.3791 18.1641
H 12.2736 18.6571 17.9377
H 13.4128 18.7728 16.5089
H 13.7207 16.3037 16.5207
H 12.2103 16.5372 19.0880
H 13.9384 16.1025 18.9787
H 12.4628 12.8921 19.2365
H 11.6812 14.3097 20.1230
H 13.4606 14.0738 20.0736
H 10.9501 16.9116 17.0436
H 11.6129 15.7377 15.9965
C 16.8103 8.7145 16.6443
O 16.3884 7.6040 17.5029
H 17.6506 9.2421 17.1070
H 17.1842 8.3441 15.6801
H 15.9675 9.4146 16.5244
H 16.8742 6.8319 17.2330
C 16.6062 14.2868 9.7376
O 15.8155 14.1876 10.9124
H 16.8858 15.3264 9.5176
H 17.5096 13.6892 9.8193
H 16.0485 13.9646 8.8541
H 15.6056 13.2214 10.9342
C 12.5081 9.8534 12.9503
O 12.7144 11.2303 12.9573
H 13.0121 9.3657 12.1200
H 12.8480 9.3966 13.8775
H 11.4434 9.6208 12.8371
H 12.0313 11.6108 13.5159
C 14.8874 9.9733 19.6211
O 15.1365 11.3310 19.8241
H 14.5100 9.7834 18.5873
H 15.8131 9.3910 19.7520
H 14.1418 9.5906 20.3079
H 15.9740 11.5027 19.3137
C 20.3772 11.8346 15.3079
O 19.3812 10.9674 15.8143
H 20.0216 12.6080 14.6047
H 20.8875 12.3432 16.1276
H 21.1164 11.2184 14.7742
H 19.8898 10.3401 16.3524
*
```

=====

Entry 2:
The following is a DFT calculation (ωB97M-V/def2-TZVPD) of a structure of composition C14H22N5RbS3.

Values from the calculation:
F_max ... 0.5 eV Å⁻¹
Highest occupied orbital energy ... -7.088 eV
Lowest unoccupied orbital energy ... -0.062 eV
Gap between HOMO and LUMO ... 0.258 hartree

ORCA input file:
```
! RIJCOSX wB97M-V def2-TZVPD def2/J DEFGRID3
* xyz 0 1
Rb 0.9364 0.0560 -1.4464
C -1.7809 2.2489 0.8455
C -1.0577 1.1817 1.6731
N 0.3117 0.9635 1.2565
C 1.3277 1.8717 1.7514
C 1.3165 3.2846 1.1698
S 1.2967 3.4423 -0.6457
C -0.3111 4.2258 -0.9455
C -1.4718 3.3149 -1.3556
N -1.5568 2.0941 -0.5825
H -1.4267 3.2363 1.1359
H -2.8475 2.2340 1.1115
H -1.5861 0.2314 1.5547
H -1.1426 1.4591 2.7371
H 0.6095 0.0143 1.4607
H 2.2900 1.4044 1.5293
H 1.2790 1.9915 2.8483
H 2.2186 3.7892 1.5198
H 0.4811 3.8698 1.5508
H -0.1587 4.9606 -1.7373
H -0.5578 4.8042 -0.0547
H -1.3440 3.0296 -2.4033
H -2.3859 3.9326 -1.3074
H -2.2007 1.4368 -0.9979
C 5.7744 -2.4258 0.6820
S 4.7809 -2.9941 -0.7007
C 3.1280 -2.4772 -0.2913
S 2.8295 -1.3588 0.9723
N 2.2938 -3.0937 -1.0757
N 1.0035 -2.6259 -1.0370
C 0.0857 -3.4952 -0.9077
C -1.3321 -3.1119 -0.9944
C -2.2964 -4.0927 -0.7602
C -3.6367 -3.7622 -0.8389
C -3.9792 -2.4576 -1.1531
C -2.9520 -1.5493 -1.3692
N -1.6615 -1.8454 -1.2957
H 6.7841 -2.7842 0.4758
H 5.4251 -2.8466 1.6211
H 5.7788 -1.3421 0.7562
H 0.3203 -4.5418 -0.7101
H -1.9847 -5.0998 -0.5202
H -4.3989 -4.5095 -0.6611
H -5.0097 -2.1422 -1.2345
H -3.1917 -0.5216 -1.6257
*
```

=====

Entry 3:
The following is a DFT calculation (ωB97M-V/def2-TZVPD) of a cluster of 2 separate species, C5H12FIN in total in a non-equilibrium geometry.

Values from the calculation:
F_max ... 4.9 eV Å⁻¹
Highest occupied orbital energy ... -13.795 eV
Lowest unoccupied orbital energy ... -5.973 eV
Gap between HOMO and LUMO ... 0.287 hartree
ΔE to the lowest compared entry with this formula, charge and spin ... 0.961 eV

ORCA input file:
```
! RIJCOSX wB97M-V def2-TZVPD def2/J DEFGRID3
* xyz 1 1
C -0.4141 1.4386 -1.2246
C -1.5823 1.3402 1.7763
C 1.4286 -2.4596 -0.8901
C 0.1305 0.7243 -0.0604
C -0.8402 0.2489 0.9944
N 1.4540 0.3829 -0.0908
F -0.0511 -0.4537 1.9602
I -2.1065 -1.5482 0.0659
H -1.5412 1.2120 -1.4649
H -0.3347 2.5349 -1.2269
H 0.0196 1.1611 -2.1509
H -2.0999 2.0317 1.2382
H -0.8852 1.7964 2.4128
H -2.4129 0.7990 2.4174
H 2.4282 -2.6131 -0.4846
H 1.2305 -2.9681 -1.8222
H 0.9981 -1.4231 -1.0779
H 1.9278 0.0149 0.7604
H 1.9581 0.7175 -0.9073
H 0.6926 -2.9365 -0.2253
*
```

=====

Entry 4:
The following is a DFT calculation (ωB97M-V/def2-TZVPD) of a structure of composition C52H48CrGeN2O3Si in a non-equilibrium geometry.

Values from the calculation:
F_max ... 3.3 eV Å⁻¹
Highest occupied orbital energy (alpha / beta) ... -0.333 / -0.968 eV
Lowest unoccupied orbital energy (alpha / beta) ... 4.339 / 4.338 eV
Gap between HOMO and LUMO (alpha / beta) ... 0.172 / 0.195 hartree

ORCA input file:
```
! RIJCOSX wB97M-V def2-TZVPD def2/J DEFGRID3
* xyz -2 5
Cr 0.4256 1.4525 -0.2796
C 2.1345 2.2951 2.8995
O 1.3106 1.5612 2.0389
C 1.8523 0.2128 1.6738
C 2.0394 -0.6239 2.8948
C 3.2400 -1.0979 3.3050
C 4.4294 -0.8002 2.6093
C 4.3602 -0.0657 1.4487
C 3.1520 0.4143 0.9260
N 3.2627 1.1065 -0.2021
N 2.2094 1.6272 -0.8025
C 2.4523 2.4300 -1.8936
C 1.2682 3.1158 -2.2950
O 0.1760 2.8280 -1.6453
C 1.3372 4.0867 -3.3062
C 2.5382 4.3840 -3.9028
C 3.7155 3.6845 -3.5706
C 4.9337 3.9705 -4.2104
C 6.0837 3.2796 -3.9113
C 6.0332 2.2459 -2.9756
C 4.8622 1.9358 -2.3274
C 3.6775 2.6618 -2.5711
H 2.2883 1.7494 3.8431
H 1.6254 3.2393 3.0992
H 3.1171 2.4991 2.4517
H 1.1359 -0.8515 3.4497
H 3.2935 -1.7346 4.1842
H 5.3807 -1.1607 2.9742
H 5.2546 0.1559 0.8786
H 0.4371 4.6215 -3.5821
H 2.5981 5.1712 -4.6441
H 4.9531 4.7583 -4.9541
H 7.0170 3.5295 -4.4065
H 6.9348 1.6879 -2.7548
H 4.8319 1.1284 -1.6137
C -5.0099 3.7955 -0.4386
C -3.5358 3.3986 -0.5299
C -2.7039 4.4139 0.2528
C -3.1133 3.4737 -1.9974
Si -3.0691 1.6256 0.1341
O -1.5276 1.4312 0.1675
C -3.7474 1.3095 1.9001
C -2.8760 0.7480 2.8296
C -3.2711 0.4689 4.1243
C -4.5671 0.7496 4.5274
C -5.4527 1.3034 3.6189
C -5.0450 1.5696 2.3236
C -3.8809 0.2905 -0.9749
C -5.2431 0.2239 -1.2414
C -5.7762 -0.7700 -2.0418
C -4.9504 -1.7430 -2.5785
C -3.5916 -1.7105 -2.3086
C -3.0680 -0.6979 -1.5249
H -5.1686 4.7896 -0.8702
H -5.3475 3.8276 0.5954
H -5.6357 3.0939 -0.9874
H -2.8573 5.4272 -0.1313
H -1.6511 4.1563 0.1578
H -2.9665 4.3994 1.3111
H -3.3035 4.4723 -2.4047
H -3.6638 2.7461 -2.5932
H -2.0517 3.2554 -2.0838
H -1.8663 0.5348 2.5174
H -2.5691 0.0322 4.8232
H -4.8873 0.5320 5.5395
H -6.4694 1.5284 3.9251
H -5.7591 1.9897 1.6302
H -5.9043 0.9647 -0.8129
H -6.8412 -0.7945 -2.2459
H -5.3678 -2.5249 -3.2017
H -2.9453 -2.4804 -2.7081
H -2.0044 -0.6569 -1.3265
C 0.7189 -0.3098 0.7899
Ge 0.9524 -2.2291 0.4418
C 0.0792 -3.0402 -1.1659
C -0.5646 -4.2665 -1.0515
C -1.0427 -4.9347 -2.1615
C -0.8576 -4.3936 -3.4236
C -0.2147 -3.1730 -3.5545
C 0.2423 -2.4993 -2.4356
C -0.0529 -3.1197 1.9314
C 0.4962 -3.7080 3.0637
C -0.2961 -4.0796 4.1369
C -1.6625 -3.8513 4.1092
C -2.2267 -3.2449 2.9974
C -1.4287 -2.8903 1.9273
C 2.8143 -2.8972 0.1806
C 3.6398 -2.1633 -0.6652
C 4.9520 -2.5414 -0.8808
C 5.4624 -3.6622 -0.2469
C 4.6430 -4.4217 0.5712
C 3.3267 -4.0440 0.7715
H -0.1745 -0.3479 1.4389
H -0.6902 -4.6981 -0.0667
H -1.5575 -5.8808 -2.0464
H -1.2188 -4.9204 -4.2981
H -0.0697 -2.7465 -4.5375
H 0.7294 -1.5358 -2.5344
H 1.5673 -3.8520 3.1156
H 0.1587 -4.5306 5.0128
H -2.2805 -4.1296 4.9543
H -3.2875 -3.0262 2.9757
H -1.8756 -2.4033 1.0685
H 3.2462 -1.2804 -1.1503
H 5.5812 -1.9485 -1.5313
H 6.4968 -3.9467 -0.3925
H 5.0369 -5.3059 1.0623
H 2.6842 -4.6544 1.3927
*
```

=====

Entry 5:
The following is a DFT calculation (ωB97M-V/def2-TZVPD) of an isolated molecule of C17H12F4N4O3 in a non-equilibrium geometry.

Values from the calculation:
F_max ... 1.1 eV Å⁻¹
Highest occupied orbital energy ... -8.874 eV
Lowest unoccupied orbital energy ... -0.097 eV
Gap between HOMO and LUMO ... 0.323 hartree

ORCA input file:
```
! RIJCOSX wB97M-V def2-TZVPD def2/J DEFGRID3
* xyz 0 1
C 3.6495 2.0026 -2.0325
C 2.5836 2.2207 -0.9755
O 2.1928 0.9436 -0.4711
C 1.1511 0.9229 0.3420
N 0.5234 1.9959 0.6706
C -0.5831 1.8812 1.4638
C -1.2736 3.0331 1.8596
N -2.3579 3.0069 2.5973
C -2.8262 1.8253 2.9808
C -2.2416 0.6153 2.6572
C -1.0817 0.6299 1.8813
N -0.3946 -0.5114 1.5047
C -0.8977 -1.8281 1.8592
C -2.2273 -2.1183 1.1646
O -3.2376 -2.3883 1.7636
N -2.2240 -1.9740 -0.1929
C -1.1055 -1.8620 -1.0345
C -0.1903 -2.9083 -1.1623
F -0.4077 -4.0392 -0.4843
C 0.9282 -2.7798 -1.9795
F 1.7780 -3.7960 -2.1008
C 1.1565 -1.6125 -2.6842
C 0.2527 -0.5718 -2.5685
F 0.4689 0.5660 -3.2360
C -0.8690 -0.6924 -1.7594
F -1.7376 0.3234 -1.6367
C 0.7744 -0.4451 0.7822
O 1.4138 -1.4426 0.4973
H 3.2365 1.4500 -2.8715
H 4.0130 2.9625 -2.3867
H 4.4783 1.4380 -1.6146
H 2.9594 2.8263 -0.1435
H 1.7020 2.7214 -1.3898
H -0.9079 4.0010 1.5493
H -3.7232 1.8547 3.5833
H -2.6882 -0.3023 2.9997
H -0.1324 -2.5502 1.5584
H -1.0509 -1.9023 2.9385
H -3.1385 -1.9861 -0.6290
H 2.0346 -1.5100 -3.2998
*
```

=====

Entry 6:
The following is a DFT calculation (ωB97M-V/def2-TZVPD) of a structure of composition C13H12Cl2N3O8Ti in a non-equilibrium geometry.

Values from the calculation:
F_max ... 1.6 eV Å⁻¹
Highest occupied orbital energy (alpha / beta) ... -8.540 / -9.425 eV
Lowest unoccupied orbital energy (alpha / beta) ... -0.739 / -0.744 eV
Gap between HOMO and LUMO (alpha / beta) ... 0.287 / 0.319 hartree
ΔE to the lowest compared entry with this formula, charge and spin ... 0.055 eV

ORCA input file:
```
! RIJCOSX wB97M-V def2-TZVPD def2/J DEFGRID3
* xyz 0 2
Ti 0.2177 0.1634 -1.7718
C -5.0446 -0.9005 -0.2740
C -3.5610 -0.7686 -0.4258
N -2.7765 -0.5654 0.5561
O -3.4863 -0.4541 1.7450
C -2.9025 -0.9009 -1.7642
C -3.5959 -1.4806 -2.9542
N -1.6966 -0.5084 -1.8650
O -1.0265 -0.6215 -3.0379
H -5.4360 -0.0458 0.2777
H -5.2861 -1.7869 0.3147
H -5.5523 -0.9582 -1.2309
H -2.7861 -0.3045 2.3884
H -4.5155 -1.9910 -2.6887
H -2.9240 -2.1797 -3.4522
H -3.8192 -0.6951 -3.6792
Cl 3.2462 1.0451 -1.6614
C 2.7503 0.6432 -3.3379
Cl 2.0506 -1.0270 -3.3594
C 1.6519 1.6341 -3.7992
O 1.8333 2.2059 -4.8447
O 0.6690 1.7420 -2.9681
H 3.6309 0.6600 -3.9661
O 0.0741 1.1962 -0.0145
C 0.8152 0.2989 0.4749
O 0.9413 -0.8075 -0.1355
C 1.6142 0.5805 1.7112
C 1.5279 1.8233 2.3230
C 2.2927 2.0944 3.4504
C 3.1423 1.1214 3.9578
C 3.1978 -0.1039 3.3227
C 2.4515 -0.4108 2.2049
N 4.1133 -1.1485 3.8724
O 4.0266 -2.2613 3.4015
O 4.7809 -0.8445 4.8377
H 0.8692 2.5726 1.9054
H 2.2316 3.0619 3.9286
H 3.7595 1.3008 4.8256
H 2.5210 -1.3788 1.7325
*
```

=====

Question: The lowest F_max belongs to which entry?
Answer: C14H22N5RbS3

=====

Question: Which of these has the highest F_max?
Answer: C5H12FIN